(1)
C11H16N4O3 | ωB97M-V with the def2-TZVPD basis set

The geometry in XYZ format:
```
34
Properties=species:S:1:pos:R:3
N 0.810 0.080 1.757
C 0.903 0.679 0.404
C 1.364 -0.433 -0.446
C 2.901 -0.597 -0.257
C 3.723 -0.786 -1.436
N 5.053 -1.023 -1.026
C 4.989 -1.031 0.410
N 3.704 -0.758 0.920
C -0.362 1.076 -0.176
O -0.309 2.260 -0.522
N -1.435 0.253 -0.182
C -1.325 -1.212 0.202
C -2.767 -1.294 0.774
C -3.621 -0.337 -0.196
C -2.666 0.821 -0.533
C -2.935 2.051 0.165
O -2.581 2.280 1.298
O -3.569 2.949 -0.612
H 0.726 0.947 2.284
H 1.649 -0.326 1.928
H 1.713 1.482 0.318
H 1.359 0.206 -1.503
H 0.660 -1.383 -0.610
H 3.405 -0.554 -2.469
H 5.768 -1.312 -1.811
H 5.923 -1.200 1.084
H -0.644 -1.417 0.979
H -1.160 -1.898 -0.762
H -3.311 -2.210 0.680
H -2.829 -1.029 1.923
H -4.585 0.067 0.351
H -3.804 -1.035 -1.114
H -2.875 0.909 -1.737
H -3.874 3.774 -0.085
```

Properties
**E**: -873.3813 a.u.
**HOMO energy**: -8.5 eV
**Energy relative to the best compared isomer or geometry (same formula, charge and spin)**: 490.4 kJ/mol
**SMILES**: N[C@@H](Cc1c[nH]cn1)C(=O)N1CCC[C@H]1C(=O)O

Löwdin population analysis, charges in e, atoms 1 to 5: 0.10 -0.37 -0.13 -0.26 -0.09

(2)
C4H12 | ωB97M-V with the def2-TZVPD basis set

The geometry in XYZ format:
```
16
Properties=species:S:1:pos:R:3
C 0.687 1.216 -1.677
C -0.129 -0.141 -2.049
H 1.729 1.038 -1.948
H 0.273 2.198 -1.808
H 0.799 1.109 -0.486
H 0.270 -0.781 -2.926
H -1.202 0.245 -2.148
H 0.053 -0.821 -1.112
C -0.463 -0.738 1.132
C -0.064 -0.165 2.443
H -0.993 -1.732 1.253
H -1.360 -0.257 0.570
H 0.375 -1.165 0.449
H -0.700 -0.587 3.136
H 0.923 -0.341 2.737
H -0.199 0.922 2.434
```

Properties
**E**: -159.5158 a.u.
**HOMO energy**: -10.7 eV
**Energy relative to the best compared isomer or geometry (same formula, charge and spin)**: 181.7 kJ/mol
**SMILES**: CC.CC

Löwdin population analysis, charges in e, atoms 1 to 5: -0.16 -0.18 0.04 0.04 0.08

(3)
C4H11NOP | ωB97M-V with the def2-TZVPD basis set

The geometry in XYZ format:
```
18
Properties=species:S:1:pos:R:3
C -1.323 -0.051 -1.120
C -0.025 0.098 -0.292
C -0.978 -1.506 -1.254
C 0.143 -2.165 0.996
N 0.232 -1.366 -0.358
O 0.044 -1.398 1.893
P 1.277 3.085 1.011
H -2.164 0.202 -0.517
H -1.390 0.473 -2.112
H 0.904 0.685 -0.576
H -0.245 0.190 0.768
H -1.615 -2.279 -0.819
H -0.663 -1.765 -2.241
H 0.573 -3.056 0.793
H 1.095 -1.789 -0.722
H 1.809 4.251 0.742
H 0.229 3.568 1.749
H 2.099 2.822 2.060
```

Properties
**E**: -629.9802 a.u.
**HOMO energy**: -12.8 eV
**Energy relative to the best compared isomer or geometry (same formula, charge and spin)**: 270.6 kJ/mol
**Net charge**: +1

Löwdin population analysis, charges in e, atoms 1 to 5: -0.08 -0.12 -0.08 -0.06 -0.04

(4)
C18H20N7O2PPd | ωB97M-V with the def2-TZVPD basis set

The geometry in XYZ format:
```
49
Properties=species:S:1:pos:R:3
Pd 0.677 0.216 0.223
N -0.625 -1.391 -0.864
N 0.224 -2.346 -1.439
C 1.542 -2.078 -1.644
N 2.230 -2.938 -2.371
N 1.989 -0.958 -1.067
N 3.257 -0.458 -1.372
O 4.089 -1.172 -1.890
O 3.409 0.695 -1.047
H -1.172 -1.832 -0.132
H -1.262 -1.019 -1.564
H -0.190 -3.171 -1.844
H 1.778 -3.703 -2.845
H 3.219 -2.777 -2.498
N -0.503 2.278 2.248
P 0.126 0.733 2.511
C -0.153 0.390 4.245
C -1.292 -0.311 4.643
C -1.523 -0.526 5.991
C -0.623 -0.042 6.932
C 0.512 0.654 6.535
C 0.760 0.866 5.190
C 1.916 0.831 2.241
C 2.548 1.999 1.788
C 3.926 2.026 1.636
C 4.675 0.896 1.922
C 4.056 -0.276 2.360
C 2.686 -0.316 2.519
C -0.809 2.754 0.987
C -1.417 3.998 0.800
C -1.682 4.413 -0.484
C -1.342 3.594 -1.562
C -0.746 2.387 -1.298
N -0.482 1.968 -0.044
H -0.835 2.811 3.040
H -1.993 -0.683 3.907
H -2.400 -1.071 6.308
H -0.805 -0.211 7.984
H 1.207 1.024 7.275
H 1.655 1.391 4.880
H 1.964 2.889 1.586
H 4.412 2.928 1.292
H 5.750 0.920 1.808
H 4.654 -1.147 2.590
H 2.207 -1.216 2.889
H -1.662 4.614 1.654
H -2.151 5.373 -0.655
H -1.535 3.891 -2.581
H -0.452 1.713 -2.093
```

Properties
**E**: -1700.3006 a.u.
**HOMO energy (alpha / beta)**: -14.1 / -14.9 eV
**Energy relative to the best compared isomer or geometry (same formula, charge and spin)**: 42.4 kJ/mol
**Spin multiplicity**: 3
**Net charge**: +2
**⟨S²⟩**: 2.014

Löwdin population analysis, charges in e, atoms 1 to 5: 0.86 0.01 0.01 -0.38 0.24

(5)
C26H26N3PSeSn | ωB97M-V with the def2-TZVPD basis set

The geometry in XYZ format:
```
58
Properties=species:S:1:pos:R:3
Sn -0.547 0.395 0.795
C -4.416 -1.856 1.428
N -3.946 -1.024 2.529
C -2.692 -0.890 2.962
Se -1.153 -1.769 2.312
N -2.692 -0.050 4.010
C -3.993 0.365 4.285
C -4.521 1.204 5.258
C -5.889 1.385 5.228
C -6.698 0.758 4.267
C -6.170 -0.075 3.301
C -4.792 -0.257 3.335
H -3.564 -2.340 0.961
H -4.936 -1.235 0.702
H -5.094 -2.615 1.815
H -1.881 0.117 4.585
H -3.901 1.685 6.002
H -6.353 2.025 5.966
H -7.765 0.932 4.288
H -6.797 -0.558 2.566
C 2.970 2.629 -0.058
P 1.961 1.198 -0.560
C 2.890 0.408 -1.903
C 4.043 -0.348 -1.696
C 4.734 -0.870 -2.778
C 4.282 -0.639 -4.071
C 3.140 0.119 -4.285
C 2.442 0.636 -3.204
C 2.141 0.019 0.841
C 2.386 0.417 2.165
C 2.488 -0.527 3.175
C 2.347 -1.882 2.894
C 2.080 -2.293 1.599
C 1.953 -1.353 0.581
H 3.975 2.321 0.235
H 2.495 3.184 0.750
H 3.043 3.290 -0.922
H 4.415 -0.524 -0.693
H 5.632 -1.450 -2.613
H 4.828 -1.043 -4.913
H 2.796 0.309 -5.293
H 1.552 1.233 -3.376
H 2.539 1.463 2.402
H 2.709 -0.205 4.184
H 2.452 -2.613 3.685
H 1.989 -3.349 1.372
H 1.809 -1.686 -0.438
C -1.189 -1.937 -3.623
C -1.246 -0.559 -3.480
C -1.051 -0.015 -2.229
N -0.818 -0.773 -1.146
C -0.783 -2.109 -1.281
C -0.955 -2.723 -2.503
H -1.329 -2.395 -4.593
H -1.435 0.089 -4.323
H -1.067 1.058 -2.075
H -0.629 -2.683 -0.376
H -0.911 -3.801 -2.571
```

Properties
**E**: -4127.2653 a.u.
**HOMO energy**: -13.6 eV
**Energy relative to the best compared isomer or geometry (same formula, charge and spin)**: 68.2 kJ/mol
**Net charge**: +2

Löwdin population analysis, charges in e, atoms 1 to 5: 1.06 0.01 -0.05 -0.70 0.69